C11H25N2O4P2Pt as an isolated structure in a non-equilibrium geometry. Source: the Open Molecules 2025 dataset; level of theory: ωB97M-V with the def2-TZVPD basis set.

As for the spin multiplicity: 5. The value obtained for the calculated total energy is -44792.7793 eV. The calculation puts the orbital gap (alpha / beta) at 4.1 / 5.6 eV. Its net charge is +1.

Cartesian coordinates (Å):
C  2.19120  -1.17234  -2.10543
C  0.95953  -1.35507  -4.32445
H  1.93443  -1.44816  -4.79598
C  2.34992  1.04351  -0.15921
O  1.76737  3.91751  -4.46747
O  -0.29271  3.10875  -0.83877
H  3.98808  -1.50862  0.53286
H  2.01560  3.54302  -5.26686
H  2.68863  -2.75103  0.57565
H  2.68518  -1.40305  1.76574
C  2.92395  -1.69163  0.73256
H  2.88770  -0.53408  -2.48008
C  -2.72321  -0.97508  -2.19510
O  -0.31556  0.12846  3.58043
H  -2.98570  1.32992  0.89324
C  -3.54723  -1.59511  0.58734
H  -0.33182  2.70496  3.08579
H  -3.37033  -0.19448  -2.61881
H  -2.40579  -1.29985  -4.87181
C  -1.44141  -1.27367  -4.36619
H  1.58834  1.70135  -0.60131
C  -2.85279  1.17267  -0.18624
H  -3.78893  1.39794  -0.71459
H  -0.26892  3.29089  -1.88569
Pt  -0.29681  -1.00276  -0.26873
H  3.33088  1.21388  -0.62443
H  -0.35117  -1.00225  1.36138
P  1.89785  -0.69521  -0.35278
P  -2.46690  -0.57500  -0.42118
H  -3.54189  -2.61867  0.19096
H  -3.29531  -1.91606  -2.21113
H  -3.14612  -1.59340  1.60906
C  -1.44284  -1.11661  -2.98562
H  2.39507  1.24229  0.92278
H  -0.21676  -1.57330  -6.11315
H  2.63577  -2.18150  -2.05894
C  -0.23251  -1.40893  -5.04001
H  -4.56857  -1.19261  0.58305
H  2.59190  4.27808  -4.09667
N  0.84388  0.25042  3.98921
C  0.92959  -1.20048  -2.94333
N  -0.26633  -1.13776  -2.31595
H  -0.24621  3.99939  -0.44089
H  -2.03591  1.82491  -0.54063
O  1.82504  0.53606  3.29672